The following is a quantum chemistry calculation of a cluster of 3 separate species, C41H65BrClI2O12P in total in a non-equilibrium geometry, from OMol25.

Geometry as ORCA input:
```
! RIJCOSX wB97M-V def2-TZVPD def2/J DEFGRID3
* xyz 0 1
C 4.553 1.557 3.182
C 3.591 0.606 3.630
C 2.804 -0.131 2.508
O 2.920 -1.324 2.459
O 2.016 0.639 1.688
C 2.141 0.230 0.285
C 0.948 -0.758 -0.053
C 0.195 -0.437 -1.398
C -1.309 0.026 -1.239
C -2.056 -1.053 -0.376
C -3.608 -1.214 -0.655
C -4.308 -1.223 0.758
C -4.178 -2.367 1.673
C -3.383 -3.620 1.154
C -4.498 -4.691 0.705
C -4.246 -6.143 1.285
O -4.096 -7.059 0.162
C -4.766 -2.368 3.037
C -4.461 -3.675 3.802
C -4.838 -3.896 5.286
C -4.548 -5.438 5.630
Cl -2.987 -5.496 6.590
C -5.536 -1.180 3.483
P -6.229 -1.133 5.210
O -7.241 0.159 5.490
Br -4.384 -0.593 6.476
C -5.710 -0.065 2.528
C -5.092 -0.077 1.184
C -5.307 1.215 0.308
O -5.555 1.208 -0.865
C -5.228 2.523 1.185
C -4.514 3.821 0.670
I -2.978 3.377 -0.830
C -5.552 4.812 -0.076
C -5.687 6.212 0.654
I -7.547 3.998 -0.327
C -5.783 2.554 2.430
C -5.705 3.775 3.372
C -6.530 1.218 2.803
O -7.687 1.314 3.116
H 4.169 2.581 2.937
H 5.622 1.257 3.064
H 3.414 0.437 4.716
H 3.150 -0.243 0.194
H 2.058 1.135 -0.363
H 1.423 -1.773 -0.174
H 0.314 -0.813 0.862
H 0.161 -1.392 -1.999
H 0.807 0.276 -2.013
H -1.739 0.071 -2.277
H -1.278 1.039 -0.752
H -1.533 -2.035 -0.544
H -1.881 -0.794 0.706
H -3.755 -2.246 -1.080
H -4.048 -0.476 -1.356
H -2.677 -4.032 1.911
H -2.796 -3.414 0.235
H -5.510 -4.298 1.007
H -4.540 -4.800 -0.409
H -3.348 -6.187 1.944
H -5.181 -6.493 1.811
H -4.949 -7.513 0.062
H -4.909 -4.524 3.205
H -3.346 -3.848 3.721
H -4.205 -3.320 5.998
H -5.937 -3.771 5.471
H -5.399 -5.905 6.183
H -4.335 -5.985 4.674
H -6.723 0.874 5.905
H -4.007 4.391 1.478
H -5.173 5.032 -1.107
H -5.193 7.044 0.077
H -6.775 6.489 0.688
H -5.323 6.225 1.709
H -5.930 3.519 4.444
H -6.387 4.618 3.091
H -4.667 4.211 3.393
C 1.216 3.937 -7.131
O 2.127 2.986 -6.608
C 3.490 3.238 -6.905
C 4.375 3.500 -5.686
O 4.032 4.557 -4.799
C 2.783 4.515 -4.131
C 2.476 3.334 -3.200
O 2.533 2.065 -3.824
C 3.513 1.187 -3.303
H 0.666 3.489 -7.962
H 0.494 4.191 -6.352
H 1.703 4.856 -7.462
H 3.603 4.044 -7.636
H 3.875 2.327 -7.380
H 5.365 3.761 -6.071
H 4.539 2.590 -5.112
H 1.976 4.658 -4.849
H 2.755 5.415 -3.507
H 1.440 3.470 -2.865
H 3.106 3.388 -2.307
H 4.248 1.679 -2.661
H 4.049 0.726 -4.140
H 3.025 0.375 -2.756
C 5.889 -2.131 1.491
O 6.849 -2.561 0.540
C 6.302 -3.111 -0.645
C 6.624 -2.333 -1.921
O 6.264 -0.957 -2.000
C 6.821 -0.047 -1.067
C 8.345 0.126 -1.012
O 9.062 -1.063 -0.742
C 9.945 -1.474 -1.767
H 5.882 -2.824 2.335
H 6.190 -1.150 1.868
H 4.885 -2.045 1.074
H 5.222 -3.266 -0.560
H 6.754 -4.103 -0.761
H 6.069 -2.818 -2.730
H 7.669 -2.446 -2.203
H 6.421 -0.247 -0.073
H 6.409 0.933 -1.334
H 8.546 0.806 -0.175
H 8.697 0.628 -1.918
H 9.782 -0.960 -2.717
H 9.810 -2.548 -1.935
H 10.979 -1.333 -1.441
*
```

Properties
* total energy: -176184.1869 eV
* E_LUMO: -1.0 eV
* SMILES string: C=CC(=O)OCCCCCCc1c(CCCO)c(CCCCl)c(P(O)Br)c2c1C(=O)C([C@@H](I)[C@H](C)I)=C(C)C2=O.COCCOCCOC.COCCOCCOC
* HOMO level: -8.1357 eV
* Kohn-Sham gap: 7.123 eV

***

The following is a quantum chemistry calculation of a cluster of 2 separate species, C21H18BF6N in total in a non-equilibrium geometry, from OMol25.

Geometry as ORCA input:
```
! RIJCOSX wB97M-V def2-TZVPD def2/J DEFGRID3
* xyz 0 1
F 2.790 0.018 2.228
C 1.800 -0.839 2.632
C 1.774 -1.150 3.990
C 0.703 -1.922 4.459
C -0.414 -2.149 3.642
C -0.285 -1.858 2.285
F -1.360 -2.070 1.465
C 0.886 -1.335 1.681
B 1.098 -1.157 0.159
C 1.900 -0.007 -0.525
C 1.582 1.349 -0.756
F 0.344 1.841 -0.390
C 2.450 2.272 -1.333
C 3.716 1.813 -1.714
C 4.065 0.462 -1.591
C 3.146 -0.403 -1.025
F 3.467 -1.729 -0.841
C 0.415 -2.083 -0.868
C -0.314 -1.677 -2.005
F -0.598 -0.334 -2.148
C -0.817 -2.546 -2.969
C -0.605 -3.926 -2.784
C 0.004 -4.403 -1.612
C 0.505 -3.475 -0.709
F 1.171 -3.970 0.381
H 2.559 -0.804 4.675
H 0.665 -2.253 5.502
H -1.360 -2.548 4.033
H 2.175 3.330 -1.445
H 4.436 2.500 -2.145
H 5.031 0.067 -1.889
H -1.364 -2.151 -3.844
H -0.994 -4.624 -3.528
H 0.085 -5.476 -1.412
C -2.839 3.888 -1.409
N -3.457 3.367 -0.141
C -2.886 3.785 1.193
C -3.326 1.900 -0.188
H -2.611 4.962 -1.374
H -1.946 3.272 -1.716
H -3.573 3.775 -2.251
H -2.651 4.849 1.287
H -3.636 3.622 2.003
H -2.007 3.145 1.482
H -3.832 1.429 0.655
H -3.606 1.492 -1.163
H -2.289 1.750 0.027
*
```

Properties
* total energy: -40539.2218 eV
* E_LUMO: -0.6 eV
* SMILES string: Fc1cccc(F)c1B(c1c(F)cccc1F)c1c(F)cccc1F.CN(C)C
* HOMO level: -8.1224 eV
* Kohn-Sham gap: 7.483 eV

***

The following is a quantum chemistry calculation of a cluster of 11 separate species, C16H53N15O11 in total in a non-equilibrium geometry, from OMol25.

Geometry as ORCA input:
```
! RIJCOSX wB97M-V def2-TZVPD def2/J DEFGRID3
* xyz 1 2
C -2.655 3.320 -0.786
O -1.888 2.426 -0.412
N -2.909 4.411 -0.155
N -3.463 3.280 -1.796
H -3.290 5.089 -0.799
H -2.498 4.665 0.732
H -3.792 4.116 -2.257
H -3.396 2.499 -2.432
C 1.024 -0.991 5.167
O 1.150 -1.177 6.381
N -0.059 -1.419 4.480
N 1.975 -0.504 4.402
H -0.592 -2.118 4.977
H -0.247 -1.218 3.508
H 1.777 -0.453 3.413
H 2.873 -0.328 4.831
C 0.463 3.606 4.350
O -0.003 3.314 5.450
N -0.148 4.581 3.684
N 1.531 3.130 3.610
H -0.959 5.063 4.044
H 0.140 4.671 2.720
H 1.664 3.467 2.667
H 2.058 2.344 3.962
C 5.488 -0.874 2.191
O 5.886 -2.026 2.465
N 4.256 -0.466 2.413
N 6.318 0.060 1.786
H 3.585 -1.104 2.816
H 3.945 0.471 2.201
H 7.254 -0.281 1.622
H 6.026 0.896 1.301
C -3.975 -1.535 2.868
O -2.891 -1.502 2.418
N -4.351 -2.564 3.510
N -4.891 -0.697 2.540
H -3.649 -3.259 3.721
H -5.315 -2.837 3.641
H -4.593 0.082 1.969
H -5.807 -1.095 2.689
C 0.450 0.244 1.299
O 1.134 -0.648 1.718
N -0.844 0.237 1.226
N 1.031 1.301 0.827
H -1.294 0.786 0.508
H -1.260 -0.411 1.879
H 0.482 2.006 0.356
H 2.010 1.504 0.970
C 3.997 2.420 -0.129
O 3.674 2.096 0.983
N 4.159 3.628 -0.434
N 3.923 1.627 -1.164
H 4.317 3.810 -1.414
H 4.151 4.272 0.344
H 3.843 0.637 -0.982
H 4.343 1.947 -2.025
C -0.278 -3.805 -5.716
C -0.050 -3.018 -4.408
C 1.244 -2.159 -4.562
C 1.504 -1.129 -3.411
C 0.304 -0.172 -3.332
C -1.041 -0.916 -3.240
N -1.179 -2.102 -4.107
O -2.474 -2.663 -4.122
C -1.370 -1.426 -1.871
C -2.247 0.120 -3.553
C 0.169 -4.018 -3.356
H -1.224 -4.346 -5.725
H 0.634 -4.374 -5.894
H -0.324 -3.062 -6.512
H 2.210 -2.643 -4.419
H 1.241 -1.606 -5.502
H 2.379 -0.512 -3.616
H 1.587 -1.581 -2.423
H 0.058 0.348 -4.258
H 0.597 0.376 -2.437
H -0.922 -0.721 -1.171
H -2.420 -1.471 -1.582
H -0.916 -2.364 -1.550
H -2.312 1.128 -3.143
H -2.191 0.274 -4.630
H -3.230 -0.226 -3.234
H -0.688 -4.595 -3.010
H 0.773 -3.537 -2.586
H 0.889 -4.774 -3.670
H -2.538 -3.235 -3.354
O -3.992 0.180 -0.039
H -3.632 -0.663 -0.316
H -4.885 0.185 -0.385
O -3.166 2.073 2.411
H -2.385 2.625 2.365
H -3.192 1.623 1.567
O 0.716 -3.064 0.270
H 1.562 -2.955 -0.163
H 0.630 -2.291 0.828
*
```

Properties
* total energy: -62319.9098 eV
* E_LUMO (spin up / spin down): -2.7 / -6.8 eV
* HOMO level (spin up / spin down): -10.1282 / -10.1282 eV
* Kohn-Sham gap (spin up / spin down): 7.417 / 3.356 eV

***

The following is a quantum chemistry calculation of a structure of composition C4H9NO3 in a non-equilibrium geometry, from OMol25.

Geometry as ORCA input:
```
! RIJCOSX wB97M-V def2-TZVPD def2/J DEFGRID3
* xyz 0 1
C -0.458 1.352 -0.172
N 0.460 0.388 -0.533
C 1.339 -0.206 0.458
C 0.049 -0.440 -1.557
C -1.227 -0.877 -1.589
O -1.589 -1.720 0.694
O -1.304 1.726 -0.948
H -0.360 1.703 0.856
H 0.885 -1.073 0.938
H 2.285 -0.429 0.003
H 1.521 0.628 1.263
H -1.810 -1.027 -2.488
H 0.868 -0.852 -2.143
H -1.535 -1.363 -0.306
H 1.936 2.245 2.623
H -2.434 -2.045 1.028
O 1.374 1.989 1.872
*
```

Properties
* total energy: -11917.7692 eV
* E_LUMO: -4.0 eV
* energy relative to the best compared isomer or geometry (same formula, charge and spin): 225.4 kcal/mol
* HOMO level: -7.9720 eV
* Kohn-Sham gap: 3.935 eV

***

The following is a quantum chemistry calculation of a cluster of 2 separate species, C10H12OS in total in a non-equilibrium geometry, from OMol25.

Geometry as ORCA input:
```
! RIJCOSX wB97M-V def2-TZVPD def2/J DEFGRID3
* xyz 0 3
C -1.008 -0.777 2.330
C -0.304 -1.747 2.382
C 0.138 1.296 -2.459
C -0.287 2.549 -2.765
C 0.400 2.325 -0.426
C 0.558 1.146 -1.104
C -1.736 0.450 2.338
C 0.952 -2.632 -0.354
C 0.607 -1.257 -0.891
C 0.959 -0.054 -0.376
O 1.446 0.312 0.841
S -0.243 3.568 -1.407
H 0.303 0.410 -3.146
H -0.663 2.781 -3.753
H 0.378 2.464 0.611
H -2.587 0.313 2.945
H -2.061 0.634 1.279
H -1.175 1.344 2.629
H 0.630 -3.388 -1.001
H 0.475 -2.724 0.655
H 2.077 -2.530 -0.400
H -0.105 -2.793 2.424
H 0.056 -1.265 -1.762
H 1.190 -0.426 1.410
*
```

Properties
* total energy: -23440.1723 eV
* E_LUMO (spin up / spin down): 0.8 / -1.6 eV
* energy relative to the best compared isomer or geometry (same formula, charge and spin): 0.0 kcal/mol
* HOMO level (spin up / spin down): -4.4647 / -8.5830 eV
* Kohn-Sham gap (spin up / spin down): 5.238 / 6.951 eV

***

The following is a quantum chemistry calculation of a structure of composition C65H62N2OP2S5ScSiTe, from OMol25.

Geometry as ORCA input:
```
! RIJCOSX wB97M-V def2-TZVPD def2/J DEFGRID3
* xyz -2 2
Sc -0.215 -0.409 -0.720
C 1.461 0.380 1.513
P 1.696 -1.523 1.234
C 3.096 -1.842 0.131
C 2.930 -2.843 -0.845
C 3.939 -3.155 -1.736
C 5.162 -2.466 -1.695
C 5.344 -1.475 -0.741
C 4.332 -1.168 0.163
C 2.536 -1.787 2.925
C 3.784 -2.387 3.131
C 4.305 -2.558 4.409
C 3.584 -2.156 5.528
C 2.317 -1.612 5.348
C 1.799 -1.441 4.071
C -0.003 0.509 1.891
C -0.618 1.134 2.967
C -1.896 0.529 3.117
C -1.993 -0.431 2.123
C -2.855 -1.653 2.131
P -1.800 -3.099 2.678
C -1.819 -4.219 1.223
C -2.863 -4.344 0.309
C -2.752 -5.185 -0.790
C -1.594 -5.926 -0.983
C -0.547 -5.820 -0.078
C -0.656 -4.963 1.011
C -3.044 -3.926 3.784
C -3.086 -3.450 5.099
C -3.994 -3.956 6.020
C -4.873 -4.967 5.649
C -4.829 -5.465 4.354
C -3.924 -4.949 3.432
N -0.868 -0.423 1.352
H 2.081 0.755 2.330
H 1.746 0.897 0.599
H 1.979 -3.363 -0.900
H 3.774 -3.922 -2.485
H 5.947 -2.696 -2.407
H 6.283 -0.932 -0.696
H 4.498 -0.399 0.911
H 4.359 -2.722 2.277
H 5.289 -3.001 4.531
H 3.999 -2.273 6.523
H 1.728 -1.316 6.211
H 0.805 -1.019 3.950
H -0.185 1.911 3.584
H -2.630 0.727 3.889
H -3.661 -1.557 2.855
H -3.292 -1.872 1.161
H -3.774 -3.769 0.447
H -3.561 -5.243 -1.511
H -1.502 -6.571 -1.849
H 0.366 -6.383 -0.231
H 0.176 -4.838 1.695
H -2.391 -2.669 5.394
H -4.007 -3.571 7.034
H -5.585 -5.364 6.363
H -5.504 -6.261 4.057
H -3.902 -5.350 2.426
S -3.179 -0.725 -7.151
C -2.846 -0.533 -5.541
S -3.199 -1.705 -4.351
C -2.696 -0.790 -2.960
C -2.142 0.428 -3.178
S -1.563 1.542 -1.997
S -2.086 0.858 -4.873
S -2.965 -1.419 -1.334
C 2.087 -0.815 -3.774
C 1.310 -0.604 -2.498
O 0.327 -1.519 -2.255
N 1.505 0.343 -1.659
Te 3.539 1.870 -1.606
C 5.171 3.392 -1.401
C 5.305 4.464 -2.304
C 4.248 4.762 -3.339
C 6.422 5.298 -2.260
C 7.437 5.109 -1.333
C 8.662 5.991 -1.317
C 7.301 4.061 -0.435
C 6.197 3.207 -0.456
C 6.173 2.094 0.573
C 2.097 3.403 -1.278
C 1.146 3.715 -2.262
C 1.146 3.104 -3.641
C 0.153 4.655 -1.975
C 0.052 5.266 -0.739
C -1.085 6.202 -0.418
C 1.012 4.963 0.217
C 2.033 4.051 -0.026
C 3.037 3.816 1.070
H 1.592 -1.563 -4.395
H 3.093 -1.165 -3.528
H 2.177 0.124 -4.322
H 3.850 3.838 -3.754
H 4.654 5.371 -4.150
H 3.406 5.300 -2.895
H 6.502 6.112 -2.977
H 8.561 6.816 -2.025
H 9.557 5.425 -1.587
H 8.834 6.415 -0.324
H 8.078 3.897 0.311
H 6.421 2.483 1.565
H 6.911 1.322 0.330
H 5.199 1.612 0.622
H 1.391 2.045 -3.600
H 1.874 3.606 -4.284
H 0.159 3.205 -4.091
H -0.590 4.871 -2.739
H -1.642 6.465 -1.319
H -0.725 7.125 0.045
H -1.784 5.734 0.280
H 0.951 5.428 1.197
H 2.721 4.314 1.988
H 4.018 4.198 0.786
H 3.154 2.750 1.273
C -6.990 -0.060 -4.893
C -6.934 -1.223 -4.135
C -6.265 -1.226 -2.920
C -5.655 -0.067 -2.431
C -5.719 1.091 -3.206
C -6.376 1.096 -4.432
Si -4.618 -0.058 -0.883
C -5.529 -0.664 0.627
C -6.137 -1.918 0.703
C -6.735 -2.356 1.876
C -6.744 -1.532 2.996
C -6.177 -0.270 2.930
C -5.572 0.161 1.751
H -7.497 -0.059 -5.850
H -7.385 -2.135 -4.507
H -6.191 -2.152 -2.359
H -5.218 1.992 -2.863
H -6.390 1.996 -5.035
H -4.149 1.313 -0.639
H -6.126 -2.577 -0.160
H -7.181 -3.342 1.922
H -7.179 -1.885 3.923
H -6.184 0.376 3.799
H -5.104 1.139 1.716
*
```

Properties
* total energy: -182069.1261 eV
* E_LUMO (spin up / spin down): 3.7 / 3.7 eV
* energy relative to the best compared isomer or geometry (same formula, charge and spin): 3.8 kcal/mol
* HOMO level (spin up / spin down): 1.1248 / -2.4850 eV
* Kohn-Sham gap (spin up / spin down): 2.529 / 6.137 eV

***

The following is a quantum chemistry calculation of a structure of composition C5H10N5O2 in a non-equilibrium geometry, from OMol25.

Geometry as ORCA input:
```
! RIJCOSX wB97M-V def2-TZVPD def2/J DEFGRID3
* xyz 1 3
C 1.408 -0.457 0.671
C 0.306 1.445 1.206
C -2.737 2.766 0.537
C -2.309 2.103 -0.548
C -1.337 1.087 -0.597
N 1.375 0.687 1.496
N 0.397 -0.426 -0.174
N -0.322 0.685 0.087
N -1.773 -0.067 -2.134
N 2.429 -3.678 -0.132
O 2.286 -1.317 0.798
O -0.104 2.462 1.658
H -3.528 3.490 0.437
H -2.341 2.612 1.525
H -2.801 2.278 -1.496
H 2.052 0.902 2.211
H 3.238 -4.067 0.354
H -0.920 -0.614 -2.199
H -1.806 0.623 -2.878
H 2.591 -3.693 -1.139
H 2.304 -2.606 0.217
H 1.594 -4.216 0.098
*
```

Properties
* total energy: -16881.2823 eV
* E_LUMO (spin up / spin down): -3.3 / -6.9 eV
* energy relative to the best compared isomer or geometry (same formula, charge and spin): 0.0 kcal/mol
* HOMO level (spin up / spin down): -9.9385 / -13.1713 eV
* Kohn-Sham gap (spin up / spin down): 6.677 / 6.253 eV

***

The following is a quantum chemistry calculation of a cluster of 2 separate species, C5H14NO2 in total in a non-equilibrium geometry, from OMol25.

Geometry as ORCA input:
```
! RIJCOSX wB97M-V def2-TZVPD def2/J DEFGRID3
* xyz 1 1
O 2.114 -2.024 -1.037
C 1.402 -1.382 -0.320
C 0.337 -0.449 -0.788
C -1.109 -0.709 -0.342
C -1.380 -0.034 1.013
C -1.412 1.513 1.022
N 0.390 -0.460 -2.337
H 1.330 -1.542 0.779
H 0.678 0.557 -0.476
H -1.344 -1.767 -0.332
H -1.858 -0.380 -1.094
H -2.335 -0.457 1.338
H -0.592 -0.278 1.739
H -2.243 1.844 0.394
H -0.485 2.010 0.815
H -1.785 1.784 2.027
H 0.810 -1.316 -2.710
H -0.572 -0.273 -2.622
H 0.808 0.404 -2.712
H 2.649 0.367 2.312
H 2.472 1.748 1.673
O 2.126 0.843 1.657
*
```

Properties
* total energy: -10990.0768 eV
* E_LUMO: -3.5 eV
* energy relative to the best compared isomer or geometry (same formula, charge and spin): 39.8 kcal/mol
* HOMO level: -14.5362 eV
* Kohn-Sham gap: 11.047 eV

***

Look up the total energy of the fourth one. -11917.7692 eV

***

Which value of total energy does entry 5 give? -23440.1723 eV